The following is a quantum chemistry calculation of a structure of composition C30H51BN15RbS, from the Open Molecules 2025 dataset.

Properties
ΔE to the lowest compared entry with this formula, charge and spin = 0.0 kcal/mol
max |F| = 0.6 eV/A
multiplicity = 2
total charge = +1

Each line ends with the Mulliken spin population.
Geometry (Å):
Rb 0.09 -0.35 -0.03  -0.0007
C 0.73 -4.41 1.27  -0.0024
C 0.06 -3.55 2.33  0.0015
N -0.87 -2.55 1.79  -0.0105
C -2.13 -3.13 1.39  0.0950
C -3.12 -2.02 0.98  -0.0459
N -2.90 -1.49 -0.35  0.7681
C -3.55 -2.06 -1.48  0.0028
C -2.73 -2.03 -2.77  0.0391
C -1.58 -3.03 -2.77  -0.0102
N -0.45 -2.54 -2.02  0.0631
C 0.71 -3.43 -2.08  0.0016
C 1.98 -2.83 -1.49  0.0019
N 1.95 -2.64 -0.05  0.0000
C 2.06 -3.87 0.74  0.0002
H 0.04 -4.60 0.45  0.0021
H 0.94 -5.39 1.72  -0.0001
H 0.83 -3.00 2.89  0.0024
H -0.46 -4.20 3.05  -0.0004
H -1.04 -1.85 2.50  0.0009
H -2.62 -3.70 2.19  0.0020
H -1.98 -3.82 0.55  -0.0055
H -3.04 -1.20 1.69  0.0112
H -4.13 -2.44 1.00  0.0413
H -2.54 -0.53 -0.44  -0.0506
H -4.46 -1.45 -1.64  0.0493
H -3.87 -3.07 -1.22  0.0144
H -2.36 -1.02 -2.94  -0.0009
H -3.42 -2.26 -3.58  0.0012
H -1.31 -3.24 -3.82  0.0154
H -1.91 -3.99 -2.34  0.0059
H -0.18 -1.63 -2.41  0.0038
H 0.92 -3.70 -3.13  -0.0004
H 0.46 -4.37 -1.58  0.0022
H 2.16 -1.86 -1.97  -0.0001
H 2.81 -3.48 -1.81  0.0004
H 2.71 -2.02 0.23  0.0000
H 2.70 -3.65 1.60  -0.0001
H 2.55 -4.65 0.16  0.0004
C -4.12 1.16 1.27  0.0053
C -3.26 1.92 0.31  -0.0049
C -3.61 3.09 -0.36  -0.0002
C -2.46 3.47 -1.02  0.0004
N -1.51 2.56 -0.77  -0.0005
N -1.99 1.57 0.04  0.0047
B -0.02 2.77 -1.20  -0.0008
N 0.98 2.41 -0.05  0.0016
C 2.31 2.23 -0.24  -0.0004
C 2.95 2.40 0.96  0.0003
C 1.91 2.71 1.86  -0.0002
C 2.02 2.99 3.33  0.0000
N 0.73 2.71 1.25  -0.0001
N 0.37 1.96 -2.47  -0.0007
C 1.24 2.40 -3.40  0.0000
C 1.34 1.45 -4.38  -0.0001
C 0.46 0.43 -3.98  -0.0008
C 0.15 -0.82 -4.75  0.0019
N -0.12 0.73 -2.82  0.0002
N 0.20 4.24 -1.55  0.0002
C 0.83 5.18 -0.80  0.0000
C 0.73 6.38 -1.46  0.0000
C 0.01 6.08 -2.64  0.0000
C -0.36 7.00 -3.76  0.0000
N -0.30 4.79 -2.69  0.0000
H -4.87 1.82 1.69  0.0001
H -3.53 0.77 2.11  0.0003
H -4.66 0.33 0.80  -0.0046
H -4.55 3.61 -0.33  0.0001
H -2.27 4.33 -1.64  -0.0002
H 2.71 2.01 -1.22  -0.0002
H 4.00 2.31 1.17  0.0000
H 2.44 2.14 3.87  0.0000
H 1.04 3.23 3.74  0.0000
H 2.68 3.85 3.50  0.0000
H 1.70 3.36 -3.32  0.0000
H 1.93 1.49 -5.29  0.0000
H 0.41 -0.67 -5.80  0.0000
H -0.91 -1.07 -4.71  -0.0004
H 0.73 -1.69 -4.40  -0.0004
H 1.28 4.94 0.14  0.0000
H 1.11 7.34 -1.16  0.0000
H -0.44 8.02 -3.41  0.0000
H -1.31 6.70 -4.20  0.0000
H 0.39 6.98 -4.55  0.0000
C 3.05 -3.39 5.54  0.0001
C 3.59 -2.04 5.05  -0.0001
C 2.57 -1.27 4.28  -0.0001
N 2.61 -1.09 3.00  0.0001
N 1.54 -0.38 2.51  0.0006
C 0.70 -0.03 3.44  0.0010
N -0.46 0.66 3.18  -0.0008
S 1.15 -0.58 5.02  0.0000
H 3.82 -3.93 6.09  0.0000
H 2.74 -4.00 4.69  0.0000
H 2.19 -3.26 6.20  0.0000
H 4.44 -2.18 4.39  0.0000
H 3.93 -1.44 5.90  0.0000
H -0.34 1.37 2.45  0.0001
H -0.91 1.05 3.99  0.0000